(1)
A single C5H7NO molecule, computed with wB97M-V/def2-TZVPD.

CARTESIAN COORDINATES (ANGSTROEM)
C -0.160 -1.834 -0.809
C -0.085 -0.522 -0.108
C 0.247 -0.330 1.168
N 0.319 1.037 1.524
C -0.063 1.804 0.409
O -0.153 3.008 0.392
C -0.295 0.828 -0.746
H -1.146 -2.031 -1.242
H 0.088 -2.645 -0.116
H 0.570 -1.858 -1.626
H 0.380 -1.073 1.946
H 1.179 1.335 1.965
H 0.448 1.065 -1.520
H -1.283 0.965 -1.197

Charge: 0
SMILES: CC1=CNC(=O)C1
E_HOMO, hartree: -0.3179

Löwdin population analysis, charges in e, atoms 1 to 8: atom 1 (C): -0.059, atom 2 (C): -0.295, atom 3 (C): -0.081, atom 4 (N): 0.076, atom 5 (C): -0.447, atom 6 (O): 0.078, atom 7 (C): -0.044, atom 8 (H): 0.079

(2)
A single C5H7NO molecule at a distorted geometry, computed with wB97M-V/def2-TZVPD.

CARTESIAN COORDINATES (ANGSTROEM)
C -1.361 0.103 -0.835
N -0.422 0.509 -1.581
C 0.819 0.510 -0.843
C 0.927 1.319 0.414
C 0.794 -0.242 0.511
C -0.571 -1.406 0.783
O -1.227 -0.124 0.482
H -2.368 -0.133 -1.145
H 1.692 0.416 -1.492
H 0.131 2.028 0.648
H 1.924 1.719 0.644
H 1.661 -0.738 0.847
H -1.228 -1.824 1.615
H -0.771 -2.135 -0.048

Charge: 0
SMILES: C1=N[C@H]2C[C@H]2CO1
E_HOMO, hartree: -0.3302

Löwdin population analysis, charges in e, atoms 1 to 8: atom 1 (C): -0.271, atom 2 (N): 0.122, atom 3 (C): -0.283, atom 4 (C): -0.048, atom 5 (C): -0.099, atom 6 (C): 0.012, atom 7 (O): -0.208, atom 8 (H): 0.128

(3)
A single C5H7NO molecule, computed with wB97M-V/def2-TZVPD.

CARTESIAN COORDINATES (ANGSTROEM)
O -1.954 0.014 -1.409
C -1.158 -0.653 -0.694
C 0.361 -0.590 -1.074
N 0.875 0.284 0.055
C 0.616 -0.338 1.389
C -0.584 0.194 0.738
C -0.013 1.468 0.308
H -1.445 -1.654 -0.292
H 0.933 -1.520 -1.053
H 0.498 -0.064 -2.016
H 0.770 -1.415 1.414
H 1.093 0.217 2.195
H 0.435 2.143 1.033
H -0.428 1.915 -0.594

Charge: 0
SMILES: [O-][C@H]1C[N@+]23C[C@]12C3
E_HOMO, hartree: -0.2862

Löwdin population analysis, charges in e, atoms 1 to 8: atom 1 (O): -0.137, atom 2 (C): -0.501, atom 3 (C): -0.064, atom 4 (N): -0.037, atom 5 (C): -0.033, atom 6 (C): -0.066, atom 7 (C): -0.017, atom 8 (H): 0.121

(4)
A single C5H7NO molecule, computed with wB97M-V/def2-TZVPD.

CARTESIAN COORDINATES (ANGSTROEM)
C 2.562 1.249 0.022
C 1.874 0.282 -0.184
C 0.985 -0.862 -0.421
C -0.284 -0.788 0.436
N -1.007 0.445 0.211
C -2.331 0.468 -0.091
O -3.041 -0.514 -0.190
H 3.200 2.088 0.196
H 1.517 -1.794 -0.196
H 0.712 -0.893 -1.482
H -0.965 -1.603 0.178
H -0.017 -0.888 1.496
H -0.497 1.314 0.267
H -2.709 1.497 -0.241

Charge: 0
SMILES: C#CCCNC=O
E_HOMO, hartree: -0.3622

Löwdin population analysis, charges in e, atoms 1 to 8: atom 1 (C): 0.110, atom 2 (C): -0.156, atom 3 (C): -0.193, atom 4 (C): -0.192, atom 5 (N): 0.019, atom 6 (C): -0.363, atom 7 (O): 0.008, atom 8 (H): 0.026

(5)
A single C5H7NO molecule, computed with wB97M-V/def2-TZVPD.

CARTESIAN COORDINATES (ANGSTROEM)
C -1.936 -0.047 0.038
C -0.439 -0.170 0.114
N 0.233 -1.026 1.081
C 0.781 0.288 0.943
C 1.673 0.397 -0.307
C 0.401 0.096 -1.102
O 0.091 0.323 -2.243
H -2.232 0.912 -0.399
H -2.436 -0.186 1.000
H -2.292 -0.827 -0.650
H 0.811 -1.771 0.702
H 0.824 0.922 1.825
H 2.502 -0.305 -0.429
H 2.020 1.395 -0.574

Charge: 0
SMILES: C[C@]12N[C@H]1CC2=O
E_HOMO, hartree: -0.3432

Löwdin population analysis, charges in e, atoms 1 to 8: atom 1 (C): -0.007, atom 2 (C): -0.354, atom 3 (N): 0.091, atom 4 (C): -0.182, atom 5 (C): -0.035, atom 6 (C): -0.355, atom 7 (O): 0.108, atom 8 (H): 0.084

(6)
A molecular structure, C5H7NO, computed with wB97M-V/def2-TZVPD.

CARTESIAN COORDINATES (ANGSTROEM)
N -1.713 -1.493 -1.366
C -1.079 -0.827 -0.543
O 0.271 0.344 -1.186
C 1.312 -0.189 -0.380
C 0.607 0.064 0.944
C 0.084 1.402 0.567
C -0.749 -0.575 0.756
H -1.958 -1.089 -2.261
H 2.244 0.390 -0.471
H 1.516 -1.242 -0.620
H 1.095 -0.096 1.908
H 0.627 2.141 -0.014
H -0.769 1.791 1.120
H -1.488 -0.622 1.545

Charge: 0
E_HOMO (alpha / beta), hartree: -0.2842 / -0.2842

Löwdin population analysis, charges in e, atoms 1 to 8: atom 1 (N): 0.154, atom 2 (C): -0.252, atom 3 (O): -0.186, atom 4 (C): -0.244, atom 5 (C): -0.315, atom 6 (C): 0.154, atom 7 (C): -0.075, atom 8 (H): 0.070

(7)
A single C5H7NO molecule, computed with wB97M-V/def2-TZVPD.

CARTESIAN COORDINATES (ANGSTROEM)
O -2.464 0.127 0.801
C -1.271 0.184 0.790
C -0.118 -0.574 1.459
N 0.864 0.169 0.627
C 1.092 -0.479 -0.699
C 0.003 0.386 -1.375
C -0.235 0.998 0.017
H -0.050 -0.263 2.506
H -0.082 -1.667 1.394
H 0.879 -1.555 -0.713
H 2.116 -0.328 -1.057
H -0.861 -0.176 -1.725
H 0.330 1.084 -2.150
H -0.224 2.082 0.158

Charge: 0
SMILES: O=C1CN2CC[C@@H]12
E_HOMO, hartree: -0.3423

Löwdin population analysis, charges in e, atoms 1 to 8: atom 1 (O): 0.119, atom 2 (C): -0.343, atom 3 (C): -0.078, atom 4 (N): -0.076, atom 5 (C): -0.154, atom 6 (C): -0.089, atom 7 (C): -0.197, atom 8 (H): 0.122

(8)
A molecular structure, C5H7NO at a distorted geometry, computed with wB97M-V/def2-TZVPD.

CARTESIAN COORDINATES (ANGSTROEM)
C 1.371 0.769 0.224
C 0.565 -0.082 -0.748
C -1.102 -0.680 -0.031
C -1.013 -0.717 1.462
O -1.014 0.296 2.123
C 0.261 0.596 -1.989
N -0.047 1.184 -2.941
H 2.210 1.296 -0.256
H 1.780 0.181 1.046
H 0.708 1.539 0.632
H 0.378 -1.132 -0.659
H -1.714 0.119 -0.401
H -1.469 -1.659 -0.425
H -0.916 -1.711 1.963

Charge: 0
E_HOMO, hartree: -0.3593

Löwdin population analysis, charges in e, atoms 1 to 8: atom 1 (C): -0.077, atom 2 (C): -0.216, atom 3 (C): -0.042, atom 4 (C): -0.299, atom 5 (O): 0.042, atom 6 (C): -0.233, atom 7 (N): 0.150, atom 8 (H): 0.091

The evaluated ΔE to the lowest compared entry with this formula, charge and spin for the records listed, in turn: 25.08, 526.18, 527.47, 163.41, 197.95, 576.05, 226.51, 313.40 kJ/mol.